Entry 1:
{
  "formula": "C12H14AsN3O7PtS7",
  "method": "ωB97M-V/def2-TZVPD",
  "elements": ["Pt", "C", "C", "S", "C", "C", "S", "C", "C", "S", "H", "H", "H", "H", "H", "H", "H", "H", "H", "H", "H", "H", "S", "As", "S", "S", "S", "O", "N", "O", "C", "C", "C", "C", "O", "C", "C", "N", "O", "O", "N", "O", "O", "H", "H"],
  "coordinates": [[1.1910, -1.5857, 0.4523], [1.9631, 4.2881, -0.8172], [0.9905, 3.7839, 0.2529], [0.4180, 2.0701, 0.1611], [-0.7941, 2.1142, -1.1782], [-0.2644, 2.3066, -2.5962], [0.7212, 0.9644, -3.2960], [2.3168, 1.0543, -2.4497], [3.0795, 2.3711, -2.5995], [3.4503, 3.2880, -1.0719], [2.3071, 5.2826, -0.5177], [1.4663, 4.4184, -1.7769], [0.1276, 4.4574, 0.3027], [1.4861, 3.8333, 1.2248], [-1.5402, 2.8857, -0.9571], [-1.2925, 1.1447, -1.1042], [0.2573, 3.2578, -2.7019], [-1.1280, 2.3650, -3.2662], [2.8933, 0.2503, -2.9090], [2.2109, 0.7690, -1.4091], [2.5882, 3.0583, -3.2919], [4.0684, 2.1595, -3.0099], [5.0808, -1.4435, -2.3459], [3.8848, -2.7000, -1.1568], [1.6686, -2.4070, -1.5731], [3.4134, -1.7677, 0.8444], [4.4014, -4.7211, -1.0444], [-3.4569, -4.1549, 4.9728], [-4.0200, -3.7037, 3.9857], [-5.2250, -3.8105, 3.7969], [-3.2255, -3.0257, 2.9961], [-1.8483, -2.8745, 3.1958], [-1.1159, -2.2176, 2.2556], [-1.6612, -1.7188, 1.0161], [-0.9271, -1.3186, 0.0843], [-3.0956, -1.8176, 0.9377], [-3.8415, -2.4882, 1.8813], [-3.8193, -1.2365, -0.1778], [-3.3230, -0.3017, -0.7719], [-4.9242, -1.6984, -0.4486], [0.2830, -1.9202, 2.5768], [0.6401, -0.7070, 2.3595], [0.8695, -2.6605, 3.3476], [-1.3677, -3.2583, 4.0828], [-4.9068, -2.5849, 1.7436]],
  "atomic_forces_ev_per_a": [[0.228, -0.006, -0.292], [-0.033, 0.016, 0.029], [-0.018, -0.053, -0.010], [0.013, 0.080, 0.026], [0.014, -0.053, -0.014], [-0.059, 0.005, 0.023], [-0.018, 0.036, -0.026], [0.024, -0.070, -0.005], [0.020, 0.011, 0.011], [-0.008, 0.056, -0.024], [0.016, -0.008, 0.024], [0.025, -0.007, 0.000], [-0.018, -0.020, -0.015], [0.006, -0.007, -0.007], [0.018, 0.011, 0.011], [0.017, 0.021, 0.001], [0.016, -0.015, -0.002], [0.010, -0.030, -0.009], [-0.028, -0.061, -0.017], [-0.023, 0.009, 0.066], [0.004, -0.014, -0.005], [0.001, 0.002, 0.027], [0.020, 0.040, -0.063], [-0.304, 0.167, 0.146], [0.073, 0.048, -0.076], [-0.024, -0.062, 0.018], [0.053, -0.100, 0.013], [0.018, 0.059, -0.032], [-0.099, -0.183, 0.101], [0.048, 0.059, -0.018], [0.112, 0.081, -0.049], [0.003, -0.033, -0.021], [-0.234, 0.016, 0.105], [0.117, 0.008, -0.058], [0.036, 0.061, 0.000], [0.066, -0.122, 0.209], [0.002, 0.065, -0.085], [-0.213, 0.054, -0.244], [0.042, -0.029, 0.081], [0.134, -0.003, 0.086], [-0.040, 0.066, 0.157], [0.023, -0.088, -0.117], [-0.018, -0.003, 0.040], [-0.006, 0.003, 0.009], [-0.011, -0.006, 0.006]],
  "max_force_ev_per_a": 0.38,
  "energy_ha": -6298.926607,
  "de_lowest_ev": 0.000,
  "mol_weight_g_mol": 806.7,
  "e_lumo_ev": 3.5,
  "spin_multiplicity": 1,
  "orbital_gap_ev": 5.5,
  "charge": -2
}

Entry 2:
{
  "formula": "C7H9ClN2O3S",
  "method": "ωB97M-V/def2-TZVPD",
  "elements": ["C", "C", "C", "C", "C", "C", "C", "N", "N", "O", "O", "O", "S", "Cl", "H", "H", "H", "H", "H", "H", "H", "H", "H"],
  "coordinates": [[-1.1851, -3.3189, 0.1753], [-1.7461, -0.2849, -0.2660], [0.8921, 0.9640, 1.6810], [0.3518, 1.9316, 0.5850], [0.3917, 0.4372, 0.4377], [2.0683, -1.7070, -0.2644], [-2.3798, 1.0133, -0.8519], [-0.6233, -0.4384, 0.3098], [-1.8786, -2.4309, -0.0919], [2.6736, 0.8188, -0.9106], [0.6666, -0.2163, -1.9849], [-2.5328, -1.2874, -0.4360], [1.5547, -0.0994, -0.8280], [-3.1307, 1.9607, 0.4065], [1.9513, 1.0288, 1.6993], [0.4318, 0.8281, 2.6252], [-0.6372, 2.3750, 0.6847], [1.2402, 2.4181, 0.2690], [2.4915, -1.5952, 0.6945], [1.2746, -2.4470, -0.1495], [2.7674, -2.2950, -0.9360], [-3.1106, 0.8400, -1.6065], [-1.5313, 1.5048, -1.2425]],
  "atomic_forces_ev_per_a": [[0.450, -0.793, 0.222], [3.004, 4.474, 0.801], [0.038, 1.030, 0.013], [-0.055, -1.071, 1.436], [1.520, 0.933, -1.350], [0.389, -1.760, -1.387], [0.937, -1.735, 0.989], [-3.751, -1.357, -0.106], [-1.633, 0.830, -0.559], [-0.286, -0.737, 0.418], [1.127, -0.195, 0.477], [-1.404, -4.247, -0.175], [-0.642, 0.279, -1.588], [-0.390, 0.425, 0.564], [0.819, 0.027, 0.379], [-0.672, -0.316, 0.495], [0.613, 0.191, 0.084], [-0.097, 0.966, -1.041], [0.799, 0.325, 1.081], [-0.639, 0.702, -0.085], [-0.434, 1.496, 0.459], [-0.367, -0.431, -0.537], [0.675, 0.963, -0.590]],
  "max_force_ev_per_a": 5.45,
  "energy_ha": -1465.524265,
  "de_lowest_ev": 2.646,
  "mol_weight_g_mol": 236.7,
  "e_lumo_ev": 0.5,
  "spin_multiplicity": 1,
  "orbital_gap_ev": 10.5
}